# 1
Formula: C33H35AlBrCl5F2IN2NaO13
Source: the OMol25 dataset
Level of theory: ωB97M-V with the def2-TZVPD basis set

* max |F|: 3.99 eV/Å
* lowest unoccupied orbital energy: -5.42 eV
* ΔE to the lowest compared entry with this formula, charge and spin: 0.000 eV

Geometry as XYZ:
```
94
Properties=species:S:1:pos:R:3:mulliken_charge:R:1
H 3.428 -3.686 -7.465 0.43
H 4.864 2.429 1.748 0.36
C 2.831 -2.793 -7.270 -0.19
O -0.273 4.120 10.962 -0.55
C 1.711 -0.309 -2.268 -0.01
H -1.804 5.498 5.760 -0.06
C 0.043 0.422 -7.154 -0.03
H 4.229 3.843 2.541 0.39
O -0.364 3.174 9.020 -0.47
C 3.213 3.388 0.672 -0.60
H -0.151 -2.689 -6.197 0.20
C 3.442 -1.695 -8.119 0.21
C -0.113 -4.907 -1.875 0.17
H -2.469 5.061 9.978 0.25
Cl -0.315 -5.575 -4.417 0.10
H 3.229 2.392 2.553 0.31
C 0.181 -1.522 -4.399 0.72
C -4.740 -6.398 0.412 -0.56
C -0.136 -0.640 -6.621 -1.03
C 2.060 -3.138 -4.810 -1.32
O -8.316 -6.316 -1.583 -0.60
H 4.176 3.030 -1.292 0.46
H 1.386 -3.811 -5.331 0.33
C 1.240 5.849 8.652 -0.60
H 4.038 -2.419 -5.474 0.53
C 2.670 0.393 -1.560 0.66
Cl 1.061 4.038 -1.418 -0.21
O 2.325 3.079 5.429 -0.71
H -1.492 -3.926 -3.188 0.09
Cl -2.427 3.936 4.128 -0.19
Cl 0.317 -6.524 -1.369 0.00
H -2.705 3.596 8.977 0.29
H 2.719 -3.730 -4.174 0.51
F 3.770 -0.236 -1.172 -0.34
N -7.511 -5.470 -1.909 1.02
H -4.527 -7.139 1.169 0.40
C 1.305 -2.125 -3.986 0.96
C -2.194 5.568 4.749 0.06
H 4.313 1.724 -0.144 0.34
H -0.690 -4.253 -0.891 0.29
H -6.692 -7.176 -0.017 0.46
C 2.499 1.753 -1.260 0.00
C -2.325 3.986 9.914 -0.74
H -2.774 3.478 10.763 0.28
Br -0.240 -3.998 0.638 -0.09
C 1.314 2.321 -1.716 0.86
N -0.861 3.734 9.964 0.95
F 0.619 -7.122 -6.082 -0.62
C 0.328 1.651 -2.427 -1.48
H 0.448 1.206 -7.752 0.46
O -1.637 -0.379 -3.376 -0.59
H -0.369 2.903 4.288 0.17
O 0.252 3.781 6.014 -0.55
C 1.874 -1.760 -2.642 -0.25
H 2.144 3.420 0.831 0.68
H -1.573 -1.785 -5.615 0.55
C 3.629 2.482 -0.522 -1.08
H -5.502 -3.749 -2.298 0.47
C -0.487 -1.766 -5.727 -0.55
H -0.566 2.142 -2.787 0.53
H -2.001 -5.546 -2.720 0.52
C -1.136 -4.934 -2.963 -0.48
Al -0.532 8.179 11.052 0.19
C -5.957 -6.420 -0.252 -0.35
O -0.759 7.103 9.099 -0.58
H -3.153 6.072 4.735 0.34
H 1.733 5.295 9.450 0.29
H 1.998 6.206 7.955 0.39
H -2.855 -5.400 0.632 0.25
C -5.286 -4.488 -1.539 -0.44
H 5.056 -0.721 -7.878 0.35
C 2.998 -2.366 -5.798 -1.11
C 0.491 7.013 9.240 1.00
C -3.801 -5.422 0.107 -0.29
H 1.794 -2.879 -7.580 0.23
O 2.804 -0.913 -8.766 -0.51
H 0.801 -4.374 -2.132 0.00
H -3.341 -3.708 -1.105 0.62
I 3.905 5.432 0.217 -0.03
C 3.941 2.965 1.968 -1.15
O 2.390 -2.579 -1.922 -0.64
O 1.155 7.881 9.904 -0.60
C -0.444 -0.504 -3.491 -0.05
O 4.815 -1.627 -8.103 -0.48
H 2.740 -1.301 -5.754 0.45
C 1.110 3.211 5.299 0.53
O 0.541 2.641 4.116 -0.40
C 0.538 0.316 -2.703 1.09
C -6.212 -5.461 -1.216 0.02
C -4.073 -4.470 -0.869 -0.35
Cl -1.047 6.511 3.778 -0.18
H 0.574 5.177 8.118 -0.09
O -7.696 -4.626 -2.763 -0.60
Na 0.419 6.607 -1.257 1.00
```

# 2
Formula: C33H35As2CaN4
Source: the OMol25 dataset
Level of theory: ωB97M-V with the def2-TZVPD basis set

* total charge: +1
* max |F|: 5.38 eV/Å
* lowest unoccupied orbital energy: -4.98 eV
* ΔE to the lowest compared entry with this formula, charge and spin: 1.757 eV

Geometry as XYZ:
```
75
Properties=species:S:1:pos:R:3:mulliken_charge:R:1
H -3.307 2.375 4.976 0.40
C 2.298 5.253 2.174 -0.79
C 0.638 -2.420 -2.148 -0.34
C -1.559 -0.471 4.281 0.04
C -2.605 0.352 4.722 -0.46
C 1.488 -3.504 -4.126 -0.95
H -0.671 1.139 -5.058 0.40
C -2.682 -3.141 1.592 -0.73
C -0.321 1.364 -4.027 -1.27
H -3.412 0.662 -3.542 0.43
C -4.627 -2.090 0.680 -0.78
C -0.039 4.048 1.205 -0.02
H -1.775 -1.566 4.222 0.34
C -1.868 -2.064 1.118 0.18
H 0.797 1.339 -4.026 0.38
H 4.872 2.575 -2.153 0.49
C -3.853 -0.941 0.500 -0.74
C -2.769 -0.206 -3.354 -1.17
C 4.070 1.983 -1.765 -0.74
C 4.128 0.553 -1.938 -0.84
N -0.503 -1.932 1.151 -0.42
C 1.198 3.334 1.127 -0.49
N 1.021 -0.505 -0.218 -0.38
C -2.473 1.738 4.712 -0.49
H 2.668 -1.798 1.212 0.34
H 0.826 -2.713 -6.013 0.42
C 2.355 3.966 1.705 0.07
H 0.712 1.977 3.389 0.76
C 1.393 -3.382 -2.751 -0.15
H 3.109 -3.229 0.259 0.37
C 2.330 -2.790 0.893 -1.16
As -0.992 0.222 -2.540 0.37
H -0.179 -4.619 1.023 0.34
H 0.492 -0.539 3.607 0.34
H 2.074 -3.388 1.793 0.32
H 5.053 0.157 -2.334 0.44
H -0.446 -0.906 -5.033 0.32
H 3.141 5.717 2.604 0.47
C -0.030 -1.471 -2.977 0.79
H 0.652 -5.047 -0.522 0.50
As 0.717 -2.404 -0.147 1.71
H 2.105 -4.278 -4.569 0.40
H 2.948 3.620 -0.835 0.61
H -3.286 -0.873 -2.643 0.29
N -2.511 -0.917 0.716 0.04
C 2.994 2.539 -1.036 -0.55
H 3.286 3.398 1.654 0.53
H 1.069 6.981 2.583 0.37
H 3.085 -1.350 -1.808 0.36
C -0.333 0.104 3.844 -1.20
H 1.899 -4.057 -2.122 0.48
H -4.526 -4.187 1.310 0.40
C 2.052 1.652 -0.414 0.14
C -1.269 2.328 4.294 -0.58
H -0.977 -4.421 -0.516 0.41
H -2.180 -3.907 2.201 0.44
H -3.544 -0.115 5.050 0.39
N 1.165 2.078 0.588 0.01
C 0.802 -2.635 -4.938 -0.86
H -5.665 -2.076 0.434 0.47
Ca -0.526 0.427 1.070 1.45
H -4.141 -0.034 -0.055 0.46
C -0.014 -4.333 -0.039 -1.40
H -0.575 2.404 -3.774 0.44
C -4.022 -3.213 1.206 -0.31
H -0.950 3.524 0.924 0.36
C 1.078 5.952 2.164 -0.30
C 0.027 -1.611 -4.388 -0.62
C -0.087 5.362 1.631 -0.87
C 3.118 -0.293 -1.505 -0.40
H -2.666 -0.713 -4.305 0.41
H -1.082 3.388 4.282 0.47
C 2.054 0.195 -0.705 0.25
H -1.018 5.912 1.645 0.43
C -0.225 1.520 3.787 0.15
```

# 3
Formula: C33H35AsCl5EuF6O7S
Source: the OMol25 dataset
Level of theory: ωB97M-V with the def2-TZVPD basis set

* ⟨S²⟩: 12.014
* max |F|: 3.09 eV/Å
* lowest unoccupied orbital energy (alpha / beta): -1.97 / -0.11 eV
* ΔE to the lowest compared entry with this formula, charge and spin: 1.569 eV
* spin multiplicity: 7

Geometry as XYZ:
```
89
Properties=species:S:1:pos:R:3:lowdin_spin:R:1
F -3.093 -0.676 -6.079 0.00
H -3.403 5.520 1.669 0.00
C 5.979 -0.747 5.267 0.00
C 1.178 -3.281 -0.956 0.00
H 1.695 2.672 4.375 0.00
Cl 4.034 1.755 -2.463 0.00
O 2.041 -7.409 -0.824 0.00
As 2.614 1.769 2.212 0.00
H -2.683 -2.366 -3.126 0.00
H -6.402 0.697 1.701 0.00
C 5.347 -0.819 6.513 0.00
C 2.928 0.009 3.123 0.00
C -4.160 4.779 2.043 0.00
H 2.161 0.196 5.647 0.00
H 0.287 -8.109 0.128 0.00
C -3.519 0.734 2.126 0.00
H -4.241 1.240 2.787 0.00
C 3.491 2.093 -5.148 0.00
H -5.097 5.349 2.145 0.00
H 5.629 -0.621 3.138 0.00
C -3.538 -1.680 -3.137 0.00
H 3.508 2.618 4.598 0.00
C 0.475 -1.915 -1.149 0.00
C 2.599 2.524 -6.185 0.00
C -4.576 0.485 -3.853 0.00
H -6.327 -0.855 0.941 0.00
C -3.069 3.008 0.594 0.00
C 3.207 -0.144 5.574 0.00
H -3.016 0.003 2.710 0.00
H -5.861 -0.659 2.677 0.00
S -2.146 1.958 1.717 0.00
H 2.446 -5.663 -3.127 0.00
H 1.533 -3.442 -3.144 0.00
H 5.034 2.346 2.677 0.00
Cl 5.081 1.545 -5.580 0.00
C 1.615 -3.924 -2.159 0.00
H 0.918 -3.596 1.237 0.00
O 0.118 -1.236 -0.117 -0.01
F -1.698 0.864 -5.216 0.00
C 1.170 -4.056 0.254 0.00
H -5.071 3.732 0.414 0.00
C -3.233 -0.276 -3.613 0.00
C 5.220 -0.461 4.154 0.00
H -3.253 2.413 -0.321 0.00
H 4.861 1.396 1.143 0.00
C 1.328 3.046 -5.872 0.00
H 1.829 -8.330 1.025 0.00
C -5.806 -0.201 1.683 0.00
H -4.303 -2.102 -3.793 0.00
H -3.946 -0.955 0.916 0.00
H 2.766 3.969 3.707 0.00
F -5.310 0.018 -4.940 0.00
C 1.936 -6.055 -1.034 0.00
H -3.831 4.539 3.061 0.00
C 1.249 -7.639 0.421 0.00
C 4.004 -0.449 6.697 0.00
C -4.356 3.526 1.208 0.00
C 1.640 2.101 -3.631 0.00
H 4.489 3.164 1.140 0.00
H 3.604 -0.445 7.713 0.00
C -4.408 0.004 1.117 0.00
Cl 0.371 4.028 -6.932 0.00
C 3.820 -0.155 4.299 0.00
C 1.544 -5.431 0.130 0.00
H 3.359 -0.545 2.292 0.00
H 1.927 -0.318 3.341 0.00
O 1.108 -6.387 1.069 0.00
H -4.948 2.850 1.863 0.00
O -1.070 1.369 0.816 -0.01
H -2.390 3.769 0.335 0.00
F -1.339 -1.260 -4.743 0.00
H -3.965 -1.704 -2.140 0.00
H -4.555 0.502 0.123 0.00
C 2.047 -5.282 -2.180 0.00
C 0.889 2.844 -4.578 0.00
C 4.471 2.241 1.751 0.00
O -2.521 0.421 -2.666 -0.02
O 0.326 -1.525 -2.360 -0.01
H 5.987 -1.083 7.395 0.00
Cl -0.565 3.476 -4.006 0.00
C 2.670 2.859 3.887 0.00
C 3.032 1.971 -3.818 0.00
F -4.351 1.778 -4.071 0.00
C -2.370 -0.317 -4.948 0.00
O 1.012 1.566 -2.633 -0.01
Cl 2.917 2.312 -7.850 0.00
F -5.354 0.342 -2.716 0.00
H 7.036 -0.953 5.058 0.00
Eu -0.756 0.670 -1.506 6.07
```